(1)
C30H41Cl2IrN2OP3S | ωB97M-V/def2-TZVPD

Structure (XYZ):
```
81
Properties=species:S:1:pos:R:3:lowdin_spin:R:1
P -5.17864 1.01861 -1.82405 0.533
C -5.66655 1.73651 -0.34145 0.070
C -6.42233 2.84045 -0.72448 0.075
H -6.24797 3.29578 -1.72370 0.004
C -7.32368 3.35502 0.15885 0.000
H -7.89628 4.20277 -0.11887 -0.002
C -7.49273 2.78199 1.42704 0.075
H -8.23641 3.19711 2.11440 0.004
C -6.72248 1.68427 1.78707 0.009
H -6.84003 1.25143 2.76474 -0.001
C -5.79741 1.14526 0.92694 0.056
H -5.16440 0.28775 1.20392 0.002
C -4.23540 2.01116 -2.92555 0.092
C -3.66332 3.25393 -2.63931 0.071
H -3.50552 3.57103 -1.58506 0.002
C -3.27426 4.06078 -3.66943 0.002
H -2.77323 4.98730 -3.46061 -0.001
C -3.50544 3.70041 -4.99338 0.084
H -3.21687 4.35773 -5.81277 0.005
C -4.14758 2.49248 -5.24989 0.004
H -4.34515 2.20900 -6.25941 -0.001
C -4.50715 1.64913 -4.24609 0.071
H -5.00836 0.67708 -4.45173 0.003
C -5.35902 -0.66384 -2.12990 0.195
C -6.69636 -0.62799 -2.52882 0.154
H -7.25712 0.33015 -2.42589 0.018
C -7.27427 -1.76522 -2.99776 0.079
H -8.29012 -1.74376 -3.30044 0.001
C -6.55509 -2.96512 -3.07983 0.209
H -7.03779 -3.86123 -3.46931 0.013
C -5.23844 -2.97860 -2.65424 0.028
H -4.68236 -3.90176 -2.69939 -0.004
C -4.61732 -1.85319 -2.16536 0.190
H -3.59161 -1.89245 -1.76781 0.018
Ir 0.04187 0.04916 -0.05767 0.718
C 0.77719 0.02422 -2.04033 -0.006
C 0.09968 0.35403 -3.15139 0.046
H 1.81536 -0.24892 -2.01503 -0.001
C -1.40905 0.58593 -2.98076 0.124
O -2.03690 -0.47720 -3.77300 0.059
H -2.98229 -0.63137 -3.51740 0.008
C -2.04860 0.67495 -1.70309 0.926
H -1.62930 1.49519 -3.54073 0.018
C -1.71624 0.24853 -0.47428 0.218
Cl 2.10751 -0.34065 0.73557 0.228
Cl -0.86506 0.13061 2.27756 0.004
P 0.33753 2.28214 0.34911 0.041
C 1.29263 2.52961 1.87425 0.002
H 2.32494 2.21187 1.69989 0.002
H 0.85016 1.92548 2.67361 0.000
H 1.24669 3.59241 2.12714 0.000
C 1.32141 3.03613 -0.96590 0.013
H 0.76195 3.03922 -1.90937 0.000
H 2.24571 2.46125 -1.09343 0.000
H 1.55599 4.06481 -0.66861 0.002
C -1.14444 3.31594 0.52460 0.006
H -1.88322 2.82655 1.17112 0.000
H -1.58813 3.52312 -0.45804 0.003
H -0.83161 4.26202 0.98952 0.000
P 0.83769 0.25677 -4.83592 0.007
C 2.61786 0.34481 -4.70750 0.002
C 0.18198 1.66856 -5.72356 0.001
H 3.00977 -0.48741 -4.11155 0.000
H 2.93283 1.28123 -4.23202 0.000
H 3.08114 0.29942 -5.70116 0.000
H -0.91133 1.61455 -5.73710 0.001
H 0.55543 1.67504 -6.75511 0.000
H 0.48942 2.59041 -5.21701 0.000
C 0.30646 -1.25277 -5.62746 0.002
H 0.72032 -2.11340 -5.08980 0.000
H 0.62836 -1.28007 -6.67780 0.000
H -0.78622 -1.28576 -5.55645 0.001
H -2.46615 0.21480 0.35105 0.013
N 0.97996 -4.17086 0.61437 0.016
C 0.27049 -3.08480 0.91022 0.045
N 0.25796 -2.66719 2.16477 0.014
S -0.69439 -2.39531 -0.30882 0.423
H 1.71806 -4.46994 1.22420 0.002
H 1.08001 -4.41045 -0.39361 0.005
H -0.15622 -1.73538 2.40588 0.000
H 0.82206 -3.14789 2.85813 0.001
```

Values from the calculation:
charge = +2
LUMO level (spin up / spin down) = -5.77 / -9.40 eV
spin multiplicity = 6
E_HOMO (spin up / spin down) = -7.979 / -12.494 eV

=====

(2)
I4P2S2 | ωB97M-V/def2-TZVPD

Structure (XYZ):
```
8
Properties=species:S:1:pos:R:3:nbo_charge:R:1
P 0.01614 -0.59614 -1.32134 0.293
P -0.92256 0.82241 0.49244 0.371
S 1.98455 -1.40813 -0.55763 -0.313
S -0.59841 0.70788 2.38239 -0.380
I 3.87797 -0.17105 0.65590 0.112
I -1.07662 -2.74101 -0.94767 -0.010
I 0.06326 2.74782 -0.74743 -0.045
I -3.34433 0.63821 0.04334 -0.029
```

Values from the calculation:
SMILES = S=P(I)(I)P(I)SI
LUMO level = -2.41 eV
energy above the lowest of the compared OMol25 structures with the same formula, charge and spin = 0.0000 eV
spin multiplicity = 1
E_HOMO = -8.832 eV

=====

(3)
C14H33N6O11V | ωB97M-V/def2-TZVPD

Structure (XYZ):
```
65
Properties=species:S:1:pos:R:3:lowdin_spin:R:1
V 1.02172 -22.86826 -23.26245 1.862
C 2.18981 -25.61618 -20.72821 0.001
C 2.65227 -25.38359 -22.16042 0.003
C 2.20643 -26.49477 -23.08694 0.001
O 2.38179 -24.12288 -22.56707 0.046
H 2.13212 -26.63122 -20.33572 0.000
H 1.32667 -24.99986 -20.46174 0.000
H 2.95823 -25.14674 -20.08736 0.000
H 3.75651 -25.43724 -22.16584 0.000
H 1.16311 -26.79352 -23.07384 0.000
H 2.78352 -27.38056 -22.74936 0.000
H 2.66379 -26.42367 -24.08375 0.000
N -1.54940 -21.27222 -24.64443 0.001
O -1.94767 -21.88664 -25.68770 0.003
O -2.18638 -20.36712 -24.15175 0.005
O -0.49459 -21.66432 -24.07554 0.011
N 0.38292 -20.76173 -20.84983 0.002
O 0.00020 -20.89478 -19.69468 0.000
O 0.51184 -19.66595 -21.39955 0.002
O 0.78976 -21.81040 -21.47071 -0.007
C -2.75461 -22.79078 -21.66796 0.000
C -1.84760 -23.96048 -21.84729 0.003
O -0.67034 -23.79891 -22.12016 0.013
N -2.44582 -25.18367 -21.90771 0.001
C -1.79666 -26.35495 -22.42462 0.000
H -3.77043 -23.04051 -21.35707 0.000
H -2.83097 -22.33664 -22.66050 0.000
H -2.36272 -22.02992 -20.99790 0.000
H -3.40242 -25.22467 -21.61462 0.000
H -2.09126 -27.20226 -21.78594 0.000
H -0.71956 -26.28348 -22.39317 0.000
H -2.19111 -26.66411 -23.39826 0.000
C 1.20013 -22.89906 -27.56810 0.001
C 2.07926 -23.10684 -26.36479 0.002
O 1.69284 -22.83925 -25.24200 0.006
N 3.31860 -23.58980 -26.56618 0.001
C 4.18300 -23.88420 -25.43249 0.000
H 0.31654 -22.34892 -27.24596 0.000
H 0.96080 -23.83916 -28.05979 0.000
H 1.69172 -22.25122 -28.30037 0.000
H 3.52878 -23.96864 -27.47110 0.000
H 5.15391 -24.16298 -25.85247 0.000
H 3.83818 -24.66642 -24.76640 0.000
H 4.36840 -22.95805 -24.89177 0.000
C 1.96894 -19.03441 -24.41488 0.001
C 2.51141 -19.97527 -23.39594 0.005
O 2.27044 -21.18481 -23.42908 0.015
N 3.33122 -19.46924 -22.47564 0.004
C 4.00467 -20.24036 -21.45080 0.000
H 2.69626 -18.27911 -24.71526 0.000
H 1.05289 -18.59360 -24.00871 0.000
H 1.66164 -19.52434 -25.33708 0.000
H 3.43572 -18.47106 -22.43151 0.000
H 4.91891 -20.64074 -21.87977 0.000
H 3.33064 -20.99280 -21.04953 0.000
H 4.23344 -19.57491 -20.62250 0.000
O -0.04882 -24.43614 -24.48127 0.011
C -0.56611 -25.08332 -25.37112 0.002
N -1.57027 -24.54227 -26.07903 0.001
C -0.03312 -26.42898 -25.79570 0.001
H -2.00578 -25.03510 -26.83836 0.000
H -1.84814 -23.56211 -25.95090 0.000
H 1.02423 -26.28081 -26.01615 0.000
H -0.65606 -26.89408 -26.55111 0.000
H 0.00488 -27.07710 -24.91789 0.000
```

Values from the calculation:
LUMO level (spin up / spin down) = 0.20 / 0.21 eV
energy above the lowest of the compared OMol25 structures with the same formula, charge and spin = 0.4872 eV
spin multiplicity = 3
E_HOMO (spin up / spin down) = -8.340 / -8.567 eV

=====

spin multiplicity of number 2 (I4P2S2)? 1

=====

Among the records above, which one has the lowest spin multiplicity? I4P2S2

=====

Look up the spin multiplicity of the third one. 3